The following is a quantum chemistry calculation of a molecular structure, C33H53Br2F9N3O3S3, from OMol25.

Its highest occupied orbital energy is -10.153 eV. Its LUMO energy is -4.080 eV. As for the charge: +1. Its energy is -242729.2118 eV. As for the spin multiplicity: 1. For the strongest force on any atom, the calculation gives 1.79 eV Å⁻¹. The value obtained for the HOMO-LUMO gap is 6.1 eV.

Last column: Löwdin charge in e.
CARTESIAN COORDINATES (ANGSTROEM)
1 C -4.9815 -0.1512 3.9832  0.128
2 C -3.9634 0.0505 3.3813  -0.135
3 C -2.6382 0.2872 2.7539  -0.193
4 C -1.6793 0.7773 3.8537  -0.150
5 C -0.1651 0.8274 3.4571  -0.085
6 C 0.1495 0.2412 2.0970  -0.112
7 C 0.2808 -1.1368 1.9780  -0.134
8 C 0.0879 -2.1051 3.1341  -0.118
9 C 1.4706 -2.6051 3.6664  -0.227
10 C 1.6681 -2.2769 5.1463  -0.489
11 S 3.4261 -2.4167 5.6079  0.872
12 C 3.3840 -3.2739 7.1981  -1.079
13 S 2.7669 -4.7823 7.2493  0.735
14 N 3.8795 -2.6622 8.3667  -0.225
15 C 5.3384 -2.8460 8.5190  -0.236
16 C 5.7581 -4.3090 8.7525  -0.088
17 C 3.5545 -1.2327 8.4326  -0.272
18 C 2.0380 -0.9503 8.4099  -0.071
19 C 0.5838 -1.7020 0.7199  0.101
20 C 0.7580 -0.8678 -0.3753  -0.075
21 C 1.0645 -1.3977 -1.7656  -0.116
22 C 1.6071 -2.8383 -1.8247  -0.163
23 C 1.5708 -3.3300 -3.3095  -0.161
24 C 2.9657 -3.7808 -3.7630  -0.080
25 C 3.0974 -4.0333 -5.2678  -0.470
26 F 2.3356 -5.0667 -5.6369  0.128
27 F 4.3804 -4.4399 -5.4440  0.117
28 C 2.9423 -2.7538 -6.1622  -0.442
29 F 3.9651 -2.6758 -6.9947  0.149
30 F 3.0572 -1.6903 -5.3612  0.118
31 S 1.3553 -2.6114 -7.1862  0.791
32 F 2.1277 -1.8483 -8.3545  -0.126
33 F 1.6581 -3.9861 -7.8847  -0.103
34 F 0.5165 -3.2944 -6.0280  -0.132
35 F 1.0178 -1.1721 -6.5531  -0.151
36 F 0.0189 -2.5025 -8.0244  -0.109
37 C 0.6164 0.5117 -0.1885  -0.258
38 O 0.7610 1.3366 -1.2281  0.049
39 N 0.3049 1.0455 1.0055  0.052
40 C 0.1346 2.4968 1.1011  -0.600
41 Br 1.8521 3.4043 0.7785  0.756
42 C -1.0417 3.0155 0.1592  -0.670
43 C -2.1108 3.7430 0.9744  -0.128
44 Br -0.3511 4.3281 -1.1237  0.769
45 H -5.9762 -0.2240 4.3554  0.035
46 H -2.7905 1.0791 2.0183  0.092
47 H -2.3323 -0.6565 2.3072  0.111
48 H -1.9758 1.7609 4.2179  0.122
49 H -1.7829 0.1117 4.7121  0.114
50 H 0.3806 0.2193 4.1744  0.098
51 H 0.2474 1.8274 3.5747  0.112
52 H -0.4437 -2.9603 2.7141  0.126
53 H -0.5258 -1.6769 3.9224  0.105
54 H 1.5267 -3.6824 3.5121  0.118
55 H 2.2594 -2.1479 3.0645  0.103
56 H 1.1217 -2.9927 5.7642  0.064
57 H 1.3284 -1.2653 5.3729  0.055
58 H 5.8937 -2.4011 7.6815  0.118
59 H 5.6247 -2.2766 9.4043  0.115
60 H 4.8960 -4.8510 9.1425  0.051
61 H 6.1105 -4.7951 7.8458  0.071
62 H 6.5163 -4.3489 9.5341  0.073
63 H 3.9409 -0.8703 9.3871  0.116
64 H 4.0731 -0.6525 7.6583  0.093
65 H 1.6990 -0.7589 9.4281  0.075
66 H 1.8704 -0.0245 7.8558  0.072
67 H 1.4489 -1.7668 7.9958  0.058
68 H 0.6488 -2.7779 0.6615  0.131
69 H 0.1708 -1.3545 -2.3945  0.140
70 H 1.8227 -0.7561 -2.2235  0.125
71 H 1.0996 -3.5317 -1.1592  0.102
72 H 2.6631 -2.8095 -1.5388  0.119
73 H 1.2814 -2.4675 -3.9072  0.087
74 H 0.8666 -4.1548 -3.3860  0.126
75 H 3.7668 -3.1185 -3.4384  0.132
76 H 3.1868 -4.7559 -3.3196  0.143
77 H 1.6072 1.1771 -1.6633  0.141
78 H -0.1326 2.8101 2.0990  0.070
79 H -1.4541 2.2157 -0.4521  0.094
80 H -2.5845 3.0791 1.6996  0.067
81 H -1.6700 4.6177 1.4546  0.089
82 H -2.8601 4.1195 0.2788  0.081
83 C -3.4788 1.6412 -4.0641  -0.114
84 O -3.7247 2.9070 -3.4824  -0.196
85 C -2.6419 3.8290 -3.6070  -0.259
86 C -2.9803 4.9492 -4.5708  -0.210
87 N -3.0422 4.4690 -5.9453  -0.050
88 C -3.6033 5.4256 -6.8999  -0.195
89 C -5.0516 5.8727 -6.7114  -0.226
90 O -6.0132 4.8586 -6.9370  -0.175
91 C -6.2706 4.0050 -5.8386  -0.101
92 H -4.2794 0.9728 -3.7496  0.089
93 H -3.4834 1.6881 -5.1573  0.080
94 H -2.5225 1.2273 -3.7256  0.078
95 H -1.7150 3.3239 -3.8956  0.112
96 H -2.4904 4.2634 -2.6157  0.037
97 H -2.2093 5.7228 -4.4998  0.125
98 H -3.9319 5.3876 -4.2433  0.108
99 H -3.5984 3.6257 -5.9746  0.067
100 H -3.5298 4.9640 -7.8872  0.120
101 H -2.9617 6.3119 -6.9185  0.118
102 H -5.2502 6.6361 -7.4675  0.123
103 H -5.2212 6.3542 -5.7409  0.111
104 H -6.1633 4.5222 -4.8820  0.088
105 H -5.6230 3.1238 -5.8620  0.071
106 H -7.2990 3.6538 -5.9274  0.089


The following is a quantum chemistry calculation of a molecular structure, C33H53N2O2P2Sr, from OMol25.

Its highest occupied orbital energy is -8.511 eV. Its LUMO energy is -2.582 eV. As for the charge: +1. Its energy above the lowest of the compared OMol25 structures with the same formula, charge and spin is 35.9 kcal/mol. Its energy is -61564.1025 eV. As for the spin multiplicity: 1. For the strongest force on any atom, the calculation gives 8.19 eV Å⁻¹. The value obtained for the HOMO-LUMO gap is 5.9 eV.

Last column: Löwdin charge in e.
CARTESIAN COORDINATES (ANGSTROEM)
1 C 1.6759 -1.8930 -1.6152  -0.360
2 C 1.3497 0.3221 -2.3769  -0.373
3 C 2.7061 -2.1215 -2.5148  -0.065
4 C 2.2184 0.0096 -3.4805  -0.062
5 C 2.9634 -1.1677 -3.4988  -0.057
6 H 3.2627 -3.0312 -2.4494  0.102
7 H 2.3287 0.7996 -4.2473  0.114
8 H 3.7198 -1.3017 -4.2754  0.114
9 N 1.0541 -0.6994 -1.4674  0.056
10 P -0.4070 -2.8296 0.0622  1.036
11 P 0.6940 2.5238 -0.7715  1.025
12 C 1.2701 -3.0488 -0.6853  -0.264
13 H 1.3129 -3.9806 -1.2386  0.072
14 H 2.0149 -3.1029 0.1104  0.081
15 C 0.8460 1.6560 -2.2782  -0.376
16 H 0.8425 2.2340 -3.2233  0.063
17 C -0.5311 4.0108 -1.0442  -0.652
18 C 2.4712 3.1423 -0.7505  -0.679
19 C -1.5130 -3.6430 -1.2611  -0.676
20 C -0.2411 -3.7522 1.7079  -0.712
21 C -1.8526 3.6514 -0.3722  -0.132
22 H -1.7284 3.3933 0.7012  0.070
23 H -2.5307 4.5272 -0.4132  0.095
24 H -2.3796 2.8187 -0.8634  0.046
25 C 0.0128 5.2794 -0.3561  -0.094
26 H 0.2232 5.1110 0.7034  0.076
27 H 0.9036 5.6805 -0.8455  0.064
28 H -0.7650 6.0485 -0.4195  0.089
29 C -0.7758 4.3117 -2.5320  -0.074
30 H -1.4649 5.1670 -2.5767  0.095
31 H 0.1369 4.6107 -3.0564  0.073
32 H -1.2327 3.4663 -3.0525  0.058
33 C 2.7036 3.7693 0.6413  -0.101
34 H 2.3057 3.1263 1.4281  0.048
35 H 3.7837 3.8607 0.7790  0.087
36 H 2.2652 4.7641 0.7346  0.057
37 C 3.4024 1.9543 -0.9051  -0.097
38 H 3.1834 1.1474 -0.1807  0.056
39 H 3.3927 1.5210 -1.9198  0.074
40 H 4.4430 2.3036 -0.7176  0.105
41 C 2.7207 4.1498 -1.9016  -0.065
42 H 2.0183 4.0560 -2.7301  0.051
43 H 2.7131 5.1854 -1.5458  0.075
44 H 3.7196 3.9582 -2.3022  0.085
45 C -1.5915 -3.6668 2.4463  -0.097
46 H -1.4751 -4.1232 3.4455  0.095
47 H -1.9209 -2.6226 2.5915  0.068
48 H -2.3935 -4.2100 1.9248  0.067
49 C 0.8423 -3.0533 2.5506  -0.098
50 H 1.8524 -3.1888 2.1342  0.081
51 H 0.6654 -1.9681 2.6738  0.056
52 H 0.8438 -3.4940 3.5666  0.100
53 C 0.1589 -5.2189 1.5076  -0.085
54 H 0.4009 -5.6370 2.4901  0.091
55 H -0.6562 -5.8184 1.0966  0.065
56 H 1.0399 -5.3124 0.8706  0.082
57 C -1.3123 -2.8719 -2.6127  -0.067
58 H -1.9702 -3.3296 -3.3515  0.091
59 H -1.5809 -1.8190 -2.5090  0.052
60 H -0.2834 -2.9544 -2.9649  0.079
61 C -2.9903 -3.4757 -0.8483  -0.094
62 H -3.2840 -2.4160 -0.7673  0.076
63 H -3.6155 -3.9386 -1.6237  0.094
64 H -3.2076 -3.9681 0.1039  0.059
65 C -1.1813 -5.1137 -1.4723  -0.092
66 H -0.1235 -5.2922 -1.6922  0.078
67 H -1.4775 -5.7220 -0.6175  0.064
68 H -1.7576 -5.4686 -2.3397  0.096
69 Sr -0.9050 0.1144 0.4739  1.142
70 C 1.4931 0.5567 1.4644  -0.080
71 O 2.4396 0.4167 2.1887  0.052
72 N -1.9514 0.6747 -1.6053  -0.048
73 C -1.5377 1.0113 -2.7051  -0.189
74 C -1.7421 1.0929 -4.1255  -0.220
75 C -3.1101 0.8977 -4.3188  -0.042
76 C -0.8324 1.2845 -5.1680  0.007
77 C -3.6392 0.9872 -5.5790  -0.048
78 H -3.6916 0.6944 -3.4223  0.119
79 C -1.3872 1.3621 -6.4686  -0.051
80 H 0.2476 1.3444 -5.0217  0.096
81 C -2.7540 1.2309 -6.6543  -0.057
82 H -4.7069 0.8638 -5.6878  0.111
83 H -0.7242 1.5240 -7.3130  0.111
84 H -3.1919 1.3047 -7.6482  0.111
85 C -1.6316 0.4609 5.0180  -0.064
86 C -1.2371 1.2309 3.7882  -0.231
87 O -1.9907 0.7504 2.5815  -0.279
88 H -2.6775 0.6172 5.2771  0.088
89 H -1.0337 0.8110 5.8552  0.092
90 H -1.4441 -0.6021 4.8946  0.079
91 H -1.4418 2.3018 3.8634  0.124
92 H -0.1887 1.1008 3.5116  0.090
93 H -2.9223 0.7151 2.8510  0.100